## P
Here is a cluster of 2 separate species, C3H4INO in total from the Open Molecules 2025 dataset. Energies are from the ωB97M-V functional and the def2-TZVPD basis.

Calculated values
* HOMO energy: -0.347 hartree
* structure (SMILES): [H]/N=C\I.C=C=O

Geometry as ORCA input:
```
! RIJCOSX wB97M-V def2-TZVPD def2/J DEFGRID3
* xyz 0 1
H -0.79486 -1.29374 2.06782
N -0.68595 -1.91983 1.26585
C -0.94189 -1.53591 0.13747
I -2.56410 -0.01807 -0.39127
H -0.95919 -2.23212 -0.72064
C 1.47258 1.13261 -0.86534
C 0.78931 1.67984 0.07979
O 0.30187 2.08651 1.04211
H 2.41036 1.52678 -0.92379
H 0.97188 0.57392 -1.69201
*
```

Now the Mulliken charges, all in e:
1 H 0.32
2 N -0.42
3 C -0.22
4 I -0.05
5 H 0.37
6 C -0.88
7 C 0.70
8 O -0.34
9 H 0.30
10 H 0.23


## Q
Here is a cluster of 2 separate species, C3H4INO in total from the Open Molecules 2025 dataset. Energies are from the ωB97M-V functional and the def2-TZVPD basis.

Calculated values
* HOMO energy: -0.341 hartree
* structure (SMILES): O/N=C/I.C#C

Geometry as ORCA input:
```
! RIJCOSX wB97M-V def2-TZVPD def2/J DEFGRID3
* xyz 0 1
O 0.68865 -0.13686 2.56288
N 1.27015 0.75641 1.68651
C 0.50896 1.28831 0.84385
I 1.36056 2.65940 -0.46930
H 1.41730 -0.43483 3.12872
H -0.55635 1.11762 0.73806
C 0.10831 -0.85593 -1.85488
C -0.66669 0.04999 -1.91658
H 0.80332 -1.64001 -1.82127
H -1.36698 0.83249 -1.96472
*
```

Now the Mulliken charges, all in e:
1 O -0.37
2 N -0.32
3 C -0.28
4 I 0.06
5 H 0.38
6 H 0.52
7 C -0.22
8 C -0.57
9 H 0.38
10 H 0.42


Pick P: it beats the second-best structure by 195.8 kJ/mol.